[1]
Density functional theory data (wB97M-V/def2-TZVPD) for an isolated molecule of C4H5ClN2O2.

XYZ file:
```
14
Properties=species:S:1:pos:R:3:forces:R:3:mulliken_charge:R:1
O 0.25217 2.98347 -0.10630 -0.09 0.07 0.04 -0.44
C 0.51838 1.82747 -0.26250 0.20 -0.27 -0.03 -0.23
C -0.02796 0.69240 0.57585 -1.72 -0.87 -1.08 0.15
N 0.92608 -0.34582 0.80535 0.06 0.47 0.32 -0.15
C 0.77003 -1.45911 0.03346 0.02 0.03 -0.18 0.28
O 1.48260 -2.42289 0.00283 0.18 -0.44 0.00 -0.60
N -0.35352 -1.24439 -0.76271 0.00 -0.22 -0.24 -0.14
C -1.13151 -0.14853 -0.36998 1.20 1.38 1.45 -0.15
Cl -2.55661 -0.60075 0.64819 0.01 0.02 -0.09 -0.21
H 1.20607 1.47054 -1.05556 0.06 0.14 -0.10 0.33
H -0.51710 1.05719 1.48115 0.02 0.00 -0.17 0.36
H 1.71903 -0.22632 1.41045 0.03 -0.20 -0.05 0.19
H -0.77339 -2.04240 -1.21190 0.07 -0.01 0.01 0.27
H -1.51427 0.45915 -1.18834 -0.03 -0.10 0.12 0.33
```
Forces are in eV/Å.

Summary:
HOMO = -10.1 eV
Structure (SMILES) = O=C[C@@H]1NC(=O)N[C@H]1Cl
Gap between HOMO and LUMO = 10.482 eV
ΔE to the lowest compared entry with this formula, charge and spin = 2.6 kcal per mole
Lowest unoccupied orbital energy = 0.39 eV

[2]
Density functional theory data (wB97M-V/def2-TZVPD) for a cluster of 4 separate species, C37H67ClF3N7O3PS in total.

XYZ file:
```
120
Properties=species:S:1:pos:R:3:forces:R:3:mulliken_charge:R:1
C 3.06556 2.08757 5.70954 0.32 -0.80 0.88 -1.01
C 4.06154 1.36895 4.66129 -0.04 -0.70 0.93 0.15
O 5.20391 2.19317 4.27828 -1.16 -0.19 0.72 -0.54
C 3.27188 0.77089 3.35725 0.20 0.93 0.46 -1.20
C 3.72035 1.45564 2.00373 0.10 1.53 -1.54 0.37
C 3.40740 2.99824 1.87148 1.97 -3.10 -2.99 0.05
N 2.75738 3.76050 2.92935 3.97 1.52 0.32 -0.38
C 3.54850 4.63555 3.46815 1.08 0.30 -2.21 0.24
S 4.70966 5.79765 3.74570 -3.64 -3.31 -0.18 -0.09
C 3.84241 3.60256 0.46779 -0.16 -0.19 1.55 0.50
C 3.58671 5.17300 0.16813 0.60 -0.83 -1.65 -0.90
C 2.17418 5.44853 -0.58695 0.55 1.20 0.64 -0.49
C 1.05855 5.66584 0.53383 0.12 1.15 0.37 -0.49
N -0.16436 4.82512 0.47119 0.46 -1.04 1.34 -0.38
C 0.06091 3.41435 0.07529 -0.25 -0.92 -1.38 0.23
C -1.07642 2.38349 0.49512 -2.11 -2.75 0.85 0.36
C -0.75866 0.85911 0.26111 -2.83 0.54 1.18 -0.48
C -1.72871 -0.29805 0.58765 -0.66 3.94 0.68 -0.58
C -3.11784 0.05011 1.24106 3.31 3.04 -1.37 -0.39
C -3.44046 1.55454 1.47216 2.21 -1.65 -1.08 -0.92
C -2.46094 2.71033 1.09028 0.92 -2.89 -0.47 0.74
O -2.85132 4.06336 1.29550 -0.11 -2.58 0.54 -0.50
N 4.48410 2.86682 -0.53671 -1.77 0.84 3.42 -0.98
N 4.71746 1.57614 -0.33041 -0.46 -4.09 2.92 0.93
P 5.57632 0.88144 -1.78990 2.40 0.54 -2.72 0.25
O 7.06101 0.15198 -1.26798 -3.28 -0.22 -0.65 -0.46
Cl 4.31767 -0.59010 -2.70883 0.87 0.55 1.55 -0.17
C 4.41514 0.72855 0.78232 -2.11 5.04 2.30 0.26
C 4.65336 -0.80164 0.99775 -0.09 -2.40 1.39 0.99
F 5.44550 -0.94758 2.18875 -2.11 0.42 -2.91 -0.23
F 3.36365 -1.39533 1.23407 3.20 1.54 -0.47 -0.20
F 5.25708 -1.59628 0.04600 -1.21 2.14 1.68 -0.21
H 1.97686 1.71423 5.59680 1.76 0.84 0.00 0.20
H 3.14400 3.22426 5.72815 -0.26 -1.54 -0.32 0.29
H 3.38467 1.73394 6.76540 -0.49 0.66 -1.65 0.36
H 4.51517 0.47051 5.23436 -0.93 1.19 -1.12 0.48
H 5.57590 2.52394 5.12394 -0.18 -0.24 -0.78 0.36
H 3.40676 -0.35496 3.42055 -0.33 1.62 -0.59 0.33
H 2.16567 1.06509 3.52771 1.71 -0.67 -0.56 0.41
H 4.40462 5.52268 -0.57214 -1.08 -0.87 1.29 0.47
H 3.69474 5.82376 1.09509 -0.31 -1.15 -1.14 0.17
H 2.32571 6.46789 -1.11499 -0.23 -1.74 0.79 0.36
H 1.93923 4.70574 -1.41388 0.31 0.74 1.32 0.35
H 0.70580 6.76744 0.46964 0.53 -1.78 0.06 0.39
H 1.55267 5.58993 1.58077 -0.62 -0.03 -1.68 0.15
H -0.50057 4.77442 1.45649 -0.03 0.29 -1.14 0.28
H 0.10215 3.39754 -1.08400 -0.05 -0.10 1.77 0.27
H 1.06883 2.96144 0.41064 -1.29 0.60 -0.18 -0.29
H 0.25744 0.58917 -0.19923 -1.67 0.51 0.75 0.24
H -1.38614 -1.36003 0.33687 -0.77 1.72 0.53 0.37
H -3.81922 -0.80416 1.50165 0.87 1.52 -0.29 0.46
H -4.46182 1.78657 1.95184 1.84 -0.17 -0.89 0.15
H -3.61698 4.01096 1.91951 0.77 0.22 -0.77 0.32
H 7.09976 -0.73493 -1.70864 0.16 0.65 0.63 0.32
C 3.87760 1.40501 -5.56224 -0.07 0.14 -0.05 -1.26
C 3.78969 0.49178 -6.78042 -0.18 0.17 0.03 -0.34
N 2.42915 0.28335 -7.26556 -0.18 -0.28 0.04 0.08
C 2.33133 -0.78648 -8.25765 0.05 -0.22 0.14 -0.67
C 3.04584 -0.58450 -9.59297 -0.02 -0.04 -0.26 -0.96
C 1.66222 1.48716 -7.57275 0.01 0.18 0.28 -0.69
C 2.23227 2.44416 -8.61909 -0.12 0.21 -0.16 -0.97
H 3.26233 1.02869 -4.74140 -0.06 0.07 -0.15 0.25
H 4.91291 1.45209 -5.21146 -0.04 -0.01 -0.06 0.38
H 3.56752 2.42745 -5.79182 0.01 -0.06 0.03 0.32
H 4.20813 -0.47525 -6.48408 -0.15 -0.10 -0.21 0.41
H 4.44381 0.89056 -7.56506 0.17 0.03 -0.01 0.24
H 1.27500 -1.00186 -8.45304 0.03 0.20 0.11 0.35
H 2.72213 -1.70454 -7.80194 0.05 0.15 0.11 0.38
H 2.50552 0.10836 -10.23877 0.10 0.02 0.03 0.22
H 3.10107 -1.53665 -10.12829 0.00 0.05 0.06 0.39
H 4.06880 -0.22219 -9.47005 -0.06 0.00 0.01 0.27
H 1.51657 2.04714 -6.64226 0.12 -0.10 0.00 0.37
H 0.64733 1.20255 -7.87203 0.18 -0.22 0.01 0.35
H 3.30524 2.60817 -8.49949 -0.03 -0.04 0.00 0.25
H 1.74346 3.41922 -8.52773 0.04 -0.07 0.00 0.36
H 2.04350 2.09077 -9.63242 0.14 0.03 0.02 0.29
C -8.72389 -4.32136 -1.54665 0.01 -0.02 0.08 -1.44
C -7.35587 -3.69423 -1.79401 -0.17 -0.04 0.18 -0.31
N -6.97306 -2.69698 -0.79804 0.17 0.39 -0.02 0.13
C -5.79244 -1.92458 -1.18415 -0.26 0.12 -0.17 -0.78
C -4.46836 -2.67025 -1.31278 0.34 0.02 0.00 -0.67
C -7.00055 -3.13079 0.59436 -0.36 -0.09 -0.01 -0.85
C -6.12453 -4.32025 0.98166 0.11 -0.13 0.30 -0.41
H -9.50436 -3.55812 -1.49174 0.10 -0.03 0.05 0.33
H -8.97288 -4.99693 -2.36953 0.06 0.06 0.06 0.43
H -8.74548 -4.91091 -0.62681 -0.03 0.05 -0.05 0.30
H -7.40037 -3.21063 -2.77452 0.20 0.15 0.11 0.45
H -6.61169 -4.49621 -1.87185 0.05 -0.13 -0.09 0.25
H -5.65841 -1.09174 -0.48417 -0.14 -0.13 0.08 0.36
H -6.00528 -1.44472 -2.14703 -0.12 -0.14 0.04 0.40
H -4.03923 -2.89900 -0.33586 -0.01 -0.11 -0.05 -0.06
H -3.74286 -2.04069 -1.83657 -0.05 -0.02 0.01 0.35
H -4.56629 -3.59811 -1.88033 0.00 0.04 0.07 0.34
H -8.03645 -3.36819 0.85939 0.05 -0.01 -0.16 0.38
H -6.74923 -2.28336 1.24285 0.06 0.07 -0.25 0.31
H -6.16794 -5.13235 0.25313 0.00 0.07 -0.01 0.25
H -6.46285 -4.72673 1.94013 0.03 0.02 -0.07 0.39
H -5.08400 -4.02286 1.11404 0.02 -0.12 -0.09 -0.16
C -3.53669 -4.03390 4.07720 -0.01 -0.05 0.07 -1.49
C -2.17550 -3.39847 3.82433 -0.15 -0.05 0.18 -0.12
N -1.79674 -2.39510 4.81393 0.15 0.36 -0.03 0.19
C -0.62932 -1.61597 4.41539 -0.22 0.17 -0.23 -0.44
C 0.70451 -2.34661 4.27547 0.29 -0.01 0.09 -0.43
C -1.81460 -2.82471 6.20926 -0.34 -0.11 0.06 -0.68
C -0.92955 -4.00821 6.59884 0.10 -0.09 0.24 -0.98
H -4.32148 -3.27459 4.13045 0.08 -0.03 0.06 0.28
H -3.78081 -4.71269 3.25543 0.04 0.05 0.07 0.41
H -3.55483 -4.62111 4.99843 -0.02 0.06 -0.05 0.40
H -2.22840 -2.91858 2.84165 0.21 0.17 0.08 0.25
H -1.42474 -4.19425 3.74625 0.04 -0.13 -0.09 0.22
H -0.49980 -0.77896 5.11154 -0.13 -0.13 0.11 0.35
H -0.85571 -1.14335 3.45135 -0.13 -0.12 0.03 0.02
H 1.14762 -2.56800 5.24729 -0.02 -0.10 -0.06 0.28
H 1.41552 -1.70856 3.74087 -0.04 -0.02 -0.04 -0.16
H 0.61696 -3.27772 3.71167 -0.01 0.05 0.04 0.29
H -2.84770 -3.06858 6.47905 0.05 0.00 -0.17 0.40
H -1.56685 -1.97302 6.85301 0.05 0.05 -0.26 0.35
H -0.97227 -4.82268 5.87288 -0.01 0.06 0.00 0.26
H -1.26236 -4.41304 7.55958 0.02 0.03 -0.08 0.37
H 0.11048 -3.70789 6.72668 0.01 -0.10 -0.08 0.29
```
Forces are in eV/Å.

Summary:
HOMO = -9.3 eV
Net charge = +1
Gap between HOMO and LUMO = 4.050 eV
Lowest unoccupied orbital energy = -5.28 eV